# 1
{"formula": "C8H11NNdPS", "method": "wB97M-V/def2-TZVPD", "symbols": ["H", "H", "H", "C", "Nd", "H", "C", "H", "C", "H", "S", "N", "H", "H", "C", "H", "C", "C", "C", "P", "H", "H", "C"], "xyz": [[0.25569, 2.51668, 1.54025], [1.75256, 1.62263, -0.67687], [1.14199, 2.54047, 4.06843], [-0.80506, 1.03637, -2.92494], [-0.98777, 0.13772, -0.56669], [1.19654, -2.76266, 0.90012], [-0.72482, -0.39187, -3.04102], [-0.51157, -1.48423, 2.68163], [-0.15253, -0.46626, 2.80026], [0.00862, -3.64943, -0.63620], [0.60077, 0.08210, 4.24249], [-0.24273, 0.45532, 1.80883], [-1.35784, -0.86099, -3.80728], [-1.51387, 1.59432, -3.54132], [-0.00974, -1.21069, -2.20197], [0.15695, 2.83812, -2.21305], [0.72838, 1.68473, 3.54497], [0.94792, 1.09662, -1.19898], [0.27458, 1.68261, 2.24400], [-0.09627, -2.58518, 0.29744], [-0.88972, -3.33579, 1.23881], [0.07277, -2.28040, -2.44939], [0.15516, 1.73984, -2.10953]], "forces_ev_per_angstrom": [[0.12, -0.26, 0.37], [-0.01, 0.19, -0.32], [-0.01, -0.38, 0.02], [-0.16, -0.03, 0.74], [0.89, -1.39, -0.64], [-0.58, -0.01, -0.08], [-0.46, -0.46, -1.39], [0.14, 0.23, 0.11], [0.21, 1.79, -1.35], [-0.03, 0.31, 0.22], [-0.49, 1.00, -1.04], [0.64, -0.58, 3.04], [0.38, 0.36, -0.24], [0.29, -0.18, 0.16], [-1.04, -0.43, 0.87], [0.32, -0.35, -0.40], [-0.13, -0.39, -0.88], [-0.34, 0.45, 1.48], [-0.25, -1.06, 0.81], [-0.13, -0.42, 0.00], [0.58, -0.11, 0.02], [-0.03, 0.40, -0.35], [0.08, 1.30, -1.13]], "lowdin_charge": [0.11, 0.00, 0.07, -0.32, 1.30, -0.10, -0.42, 0.02, -0.50, -0.11, 1.02, -0.20, 0.08, 0.08, -0.34, 0.08, -0.36, -0.27, -0.23, 0.65, -0.14, -0.02, -0.42], "lumo_ev": [-0.22, -0.21], "s2": 3.76, "multiplicity": 4, "de_lowest_kcal_mol": 0.0}

=====

# 2
{"formula": "C6H23MgN10O6", "method": "wB97M-V/def2-TZVPD", "symbols": ["H", "H", "C", "H", "H", "H", "N", "H", "H", "H", "O", "H", "N", "H", "C", "N", "N", "N", "H", "C", "N", "H", "C", "H", "H", "H", "O", "H", "H", "O", "H", "H", "H", "O", "H", "O", "N", "H", "O", "Mg", "C", "C", "N", "H", "N", "N"], "xyz": [[-11.19635, 17.62925, 1.19036], [-15.51529, 20.53972, -2.64893], [-14.25085, 19.43860, -3.94847], [-11.92445, 21.16927, -1.98430], [-9.52588, 14.59160, -3.94942], [-11.13217, 18.25762, -8.71523], [-8.68670, 15.14949, -4.01060], [-14.88426, 21.20665, -4.80302], [-11.49640, 19.30568, -7.48705], [-9.77033, 15.77328, -6.72190], [-13.63016, 18.39857, -4.07064], [-15.27421, 18.86931, -2.36782], [-13.22096, 17.69401, 0.11040], [-13.24526, 17.73998, 1.11137], [-8.84017, 16.39732, -3.47325], [-9.61036, 20.55499, -3.97629], [-14.45837, 20.31016, -4.94804], [-10.12879, 16.54499, -7.25988], [-10.66223, 22.22413, -2.61780], [-10.98738, 17.46355, -6.75457], [-7.68350, 17.08300, -3.45729], [-9.24925, 21.48556, -3.89728], [-12.19520, 14.40324, -4.41663], [-6.88250, 16.61866, -3.84214], [-7.68190, 18.05071, -3.18874], [-14.03243, 17.60707, -0.47470], [-11.33283, 17.60169, -5.58929], [-12.07129, 13.66546, -3.61594], [-12.60827, 14.03469, -5.35901], [-12.75163, 15.60158, -3.95877], [-11.13998, 14.62428, -4.65295], [-9.22074, 19.88197, -4.61279], [-13.97683, 20.07295, -5.80037], [-9.93771, 16.92697, -3.32718], [-10.14610, 16.96678, -0.01991], [-11.26095, 19.18516, -3.30507], [-10.96115, 17.49971, 0.22105], [-9.90889, 16.60184, -8.23543], [-12.02497, 17.36876, -1.76203], [-11.94480, 17.36586, -3.72086], [-12.04072, 17.61134, -0.55646], [-10.68324, 20.26815, -3.22193], [-11.34858, 18.34160, -7.73813], [-7.82032, 14.79278, -4.36550], [-11.04732, 21.31462, -2.46250], [-14.94923, 19.72271, -2.79438]], "forces_ev_per_angstrom": [[0.80, -0.26, 0.19], [-0.11, -0.05, -0.38], [-1.49, 0.03, 0.53], [0.14, 0.51, 0.11], [0.22, -0.35, -0.34], [0.25, -0.50, 0.11], [-0.98, 0.00, 0.75], [-0.05, -0.05, -0.20], [-0.33, -0.23, 0.35], [-0.31, 0.01, 0.12], [-0.42, 0.21, -0.27], [0.06, 0.20, 0.33], [0.14, 0.88, -0.29], [-0.46, -0.04, -0.06], [-0.34, 0.13, -2.66], [0.88, 0.12, -0.40], [0.86, 0.04, -0.67], [0.02, -0.60, 0.59], [-0.18, 0.18, 0.20], [0.79, 0.28, -0.65], [0.48, 0.36, 0.60], [0.54, -0.11, -0.39], [0.81, 2.13, 0.73], [0.36, 0.45, 0.30], [0.15, -0.07, -0.08], [-0.16, 0.05, 0.37], [0.50, 0.01, -1.22], [-0.68, -0.54, -0.16], [-0.40, -0.42, 0.20], [0.00, -0.48, -0.24], [0.41, -0.24, -0.58], [-0.11, 0.07, 0.04], [-0.08, 0.43, -0.07], [0.96, -0.63, 1.10], [-0.10, 0.13, -0.33], [0.35, 2.16, 0.65], [0.46, 1.00, 1.43], [0.16, -0.22, 0.03], [-0.32, 0.61, 1.37], [-0.39, -1.58, 0.03], [-0.82, -2.67, -1.53], [-0.03, -0.98, -1.33], [-0.87, 1.44, -0.13], [-0.01, -0.21, 0.28], [-1.26, -0.59, 1.00], [0.55, -0.62, 0.56]], "nbo_charge": [0.38, 0.39, 0.81, 0.42, 0.43, 0.39, -0.86, 0.40, 0.40, 0.42, -0.72, 0.41, -0.83, 0.39, 0.80, -0.83, -0.82, -0.82, 0.40, 0.82, -0.83, 0.39, -0.20, 0.39, 0.41, 0.42, -0.73, 0.14, 0.15, -1.07, 0.06, 0.42, 0.41, -0.73, 0.42, -0.73, -0.82, 0.39, -0.74, 1.79, 0.80, 0.80, -0.84, 0.40, -0.83, -0.86], "lumo_ev": -2.19, "charge": 1, "de_lowest_kcal_mol": 31.3}

=====

# 3
{"formula": "C19H20I2N3O7W", "method": "wB97M-V/def2-TZVPD", "symbols": ["C", "H", "C", "H", "H", "O", "H", "H", "O", "H", "O", "W", "H", "H", "C", "O", "C", "O", "C", "H", "H", "O", "C", "C", "C", "I", "C", "H", "C", "N", "N", "O", "H", "H", "H", "C", "C", "N", "C", "C", "C", "C", "C", "H", "C", "H", "H", "C", "H", "I", "H", "H"], "xyz": [[-1.58681, 1.65171, 1.59866], [-2.59759, -0.07745, 0.10537], [2.01618, -1.63565, -1.62222], [3.67249, -3.84816, -3.59772], [-2.10810, 3.37326, -0.88599], [-2.90860, -1.43690, -2.62492], [0.85288, 3.61271, 2.00927], [-2.77286, 3.08503, 2.67298], [0.79763, 1.85629, -3.80458], [-0.41978, -2.33362, 2.99222], [-0.95841, -1.43595, -1.48462], [-0.09946, -0.02275, 0.00832], [-1.45687, 3.73261, 0.79155], [-3.52887, 0.54702, -1.25870], [-1.58767, -0.57086, 2.49035], [1.28118, 0.88936, 0.41070], [-2.53288, 0.21924, -0.95867], [0.56426, -0.10280, -2.69409], [-2.14744, 2.46041, -0.30684], [-1.05249, 4.82245, 2.05478], [-1.92410, 1.49243, -3.11821], [1.65301, -0.27884, -1.70996], [-0.68573, 4.46656, 1.09052], [0.22204, 1.19646, -3.00995], [-1.11535, 1.71227, -2.41766], [3.18485, -0.97132, -4.35826], [1.12894, -2.12462, 0.90875], [2.05475, -4.40991, 0.30277], [-1.07717, -1.98380, 2.19254], [-1.51318, 1.36268, -1.00455], [-0.36528, -2.01243, 0.88470], [0.38811, 3.57107, 1.16957], [1.47356, -1.19055, 1.38315], [-0.74854, -2.64555, 0.18789], [-1.91212, -2.68399, 2.15897], [-2.13447, -0.99565, -1.81288], [-2.79864, 1.14363, 3.60419], [-1.18747, 0.36242, 1.61057], [1.78629, -2.43921, -0.46328], [2.21630, -3.76092, -0.54829], [2.86561, -4.28333, -1.65698], [-2.40759, 2.06544, 2.62984], [-2.41103, -0.19379, 3.53646], [-0.95508, 2.78929, -2.42519], [2.71896, -2.14945, -2.70604], [1.43631, -2.92889, 1.58080], [-3.12571, 2.24823, 0.09928], [3.13939, -3.47236, -2.73646], [-3.44832, 1.46700, 4.40703], [3.44770, -6.27671, -1.66367], [-2.74512, -0.91676, 4.26681], [-0.55833, 5.24721, 0.34152]], "forces_ev_per_angstrom": [[-1.39, 0.06, -0.55], [-0.35, 0.02, -0.69], [-0.08, 0.06, -0.11], [0.00, -0.01, 0.00], [0.53, 0.33, 0.62], [0.08, -0.01, 0.00], [0.05, 0.19, -0.05], [-0.02, -0.07, -0.01], [0.19, 0.00, 0.07], [0.03, 0.10, 0.02], [-0.50, 0.20, 0.56], [2.23, 0.50, -1.44], [-0.10, 1.66, 0.02], [0.13, 0.25, -0.13], [0.12, -0.17, 0.49], [-0.79, -0.22, 0.05], [-0.64, 0.11, -0.35], [0.05, -0.68, -0.91], [0.89, -2.53, 2.23], [0.47, 0.49, 0.03], [0.03, -0.13, -0.01], [-0.22, -0.15, 0.55], [-0.93, -1.04, 0.40], [-0.06, 0.35, 0.40], [0.12, 0.53, 0.20], [0.04, -0.02, 0.07], [0.44, -0.02, -0.17], [0.00, 0.00, 0.00], [0.15, 0.18, -0.16], [-0.43, -1.92, -1.28], [0.45, 0.45, 0.12], [0.77, 0.03, 0.15], [0.30, -0.25, -0.19], [-0.12, -0.13, 0.20], [-0.04, 0.07, -0.05], [0.20, -0.09, 0.11], [0.17, 0.15, -0.10], [-1.23, 1.38, 0.48], [-0.34, -0.14, -0.14], [0.05, 0.06, 0.22], [0.02, 0.01, -0.02], [0.02, 0.21, 0.47], [0.25, -0.01, -0.28], [-0.10, 0.01, -0.11], [-0.02, 0.06, -0.20], [-0.05, 0.03, 0.04], [-0.39, 0.05, -0.69], [-0.02, -0.02, 0.00], [-0.02, 0.00, -0.01], [0.00, 0.00, 0.00], [-0.06, 0.00, -0.01], [0.13, 0.08, 0.15]], "nbo_charge": [0.34, 0.23, 0.29, 0.25, 0.24, -0.57, 0.49, 0.24, -0.44, 0.24, -0.78, 1.60, 0.17, 0.25, 0.22, -0.67, -0.37, -0.30, -0.12, 0.17, 0.26, -0.25, -0.25, 0.77, -0.34, 0.26, -0.26, 0.23, -0.27, -0.49, -0.63, -0.71, 0.26, 0.45, 0.25, 0.77, -0.11, -0.60, -0.08, -0.22, -0.14, -0.32, -0.23, 0.25, -0.18, 0.23, 0.22, -0.24, 0.24, 0.22, 0.25, 0.18], "lumo_ev": -4.01, "charge": 1, "de_lowest_kcal_mol": 172.1}